Record 1
Formula: C49H49BFIrN7O4PS2
Source: the Open Molecules 2025 dataset
Level of theory: ωB97M-V/def2-TZVPD

```
115
Properties=species:S:1:pos:R:3
Ir -0.2327 -0.1786 -1.0385
C -2.4411 -3.8682 -0.4907
C -2.9187 -4.1028 -1.7739
C -2.6248 -3.1998 -2.7771
C -1.8488 -2.0758 -2.4955
C -1.3401 -1.8327 -1.2131
C -1.6653 -2.7516 -0.2162
C -1.5560 -1.0348 -3.4755
C -1.8288 -1.1937 -4.8559
C -1.4877 -0.2180 -5.7302
C -0.9167 0.9806 -5.2464
C -0.5916 2.0500 -6.1086
C -0.1138 3.2286 -5.6107
C 0.0291 3.3789 -4.2204
C -0.2530 2.3473 -3.3663
C -0.7037 1.1091 -3.8572
N -0.9864 0.0672 -2.9950
H -2.6819 -4.5620 0.3062
H -3.5264 -4.9726 -1.9837
H -3.0204 -3.3673 -3.7701
H -1.3235 -2.6114 0.7996
H -2.2709 -2.1156 -5.1998
H -1.6563 -0.3360 -6.7938
H -0.7495 1.9192 -7.1724
H 0.1191 4.0511 -6.2736
H 0.3358 4.3316 -3.8069
H -0.1883 2.4996 -2.3051
C -1.5676 -3.6281 5.5870
C -0.7922 -2.3205 5.6215
N -0.3063 -1.9238 4.2941
C -1.0627 -1.0894 3.5521
C -0.7709 -0.6828 2.2837
C -1.7749 0.2354 1.5929
O -2.7207 0.6081 2.2699
O -1.5555 0.5741 0.3802
C 0.4406 -1.1279 1.7043
O 0.8716 -0.7899 0.5797
C 1.2491 -2.0662 2.4743
C 2.4008 -2.6020 1.8835
C 3.1289 -3.5157 2.5829
F 4.2684 -4.0163 2.0624
C 2.7407 -3.9607 3.8540
C 1.6140 -3.4273 4.4388
C 0.8507 -2.4645 3.7563
N 3.4907 -4.9618 4.5541
C 4.6763 -4.4586 5.2284
C 5.1582 -5.4847 6.2354
N 5.4133 -6.7876 5.5212
C 4.1906 -7.2639 4.7760
C 3.7806 -6.1760 3.8058
H -1.8761 -3.9068 6.5943
H -0.9690 -4.4399 5.1728
H -2.4626 -3.5228 4.9741
H 0.0579 -2.3678 6.3014
H -1.4273 -1.5107 5.9749
H -1.9739 -0.7161 4.0047
H 2.6910 -2.2988 0.8844
H 1.3199 -3.8051 5.4069
H 4.4333 -3.5409 5.7619
H 5.4882 -4.2229 4.5204
H 4.3951 -5.6881 6.9843
H 6.0852 -5.1840 6.7196
H 5.7268 -7.4978 6.1829
H 6.1724 -6.6530 4.8483
H 3.4217 -7.4477 5.5238
H 4.4519 -8.1909 4.2697
H 2.8886 -6.4985 3.2705
H 4.5752 -6.0386 3.0589
S -1.4863 4.7457 -0.8958
P -3.0307 4.0143 -1.8443
S -3.2445 1.9717 -1.6860
C -4.6323 4.5228 -1.1710
C -5.7702 4.5393 -1.9759
C -6.9984 4.8714 -1.4249
C -7.0910 5.1821 -0.0758
C -5.9575 5.1619 0.7268
C -4.7276 4.8303 0.1840
C -3.0707 4.4791 -3.5986
C -2.7004 5.7769 -3.9453
C -2.7443 6.1783 -5.2706
C -3.1530 5.2872 -6.2553
C -3.5171 3.9943 -5.9126
C -3.4765 3.5881 -4.5858
H -5.6962 4.3062 -3.0308
H -7.8813 4.8912 -2.0500
H -8.0503 5.4428 0.3521
H -6.0331 5.4037 1.7787
H -3.8362 4.8093 0.7978
H -2.3665 6.4613 -3.1753
H -2.4588 7.1879 -5.5364
H -3.1832 5.6020 -7.2906
H -3.8285 3.2954 -6.6785
H -3.7480 2.5746 -4.3173
N 1.0468 1.5625 -0.7435
C 1.8479 2.3883 -0.7170
N 2.7582 3.3388 -0.7350
C 4.1568 2.9721 -0.4687
C 4.4670 3.2141 0.9986
O 4.1623 4.5462 1.3645
C 2.7842 4.8355 1.1902
C 2.3808 4.6827 -0.2650
H 4.7868 3.6027 -1.0977
H 4.3110 1.9307 -0.7481
H 5.5276 3.0655 1.1971
H 3.8886 2.5134 1.6178
H 2.6312 5.8592 1.5270
H 2.1785 4.1645 1.8146
H 2.9124 5.4063 -0.8851
H 1.3090 4.8155 -0.4035
B 3.2727 -2.8025 -2.5377
C 2.1215 -1.7446 -2.3159
N 1.2717 -1.0154 -2.0416
H 4.3204 -2.2495 -2.2689
H 3.2413 -3.1929 -3.6793
H 3.0264 -3.6930 -1.7426
```

Calculated values
HOMO (spin up / spin down)	-9.37 / -9.37	eV
2S+1	2
LUMO energy (spin up / spin down)	-3.168 / -3.541	eV
charge	+1
expectation value of S²	0.75
relative energy (zero: lowest compared OMol25 entry of this formula, charge and spin)	0.0000	eV
M	1117.11	g/mol

=====

Record 2
Formula: C49H50BN9OP2S2ScTe
Source: the Open Molecules 2025 dataset
Level of theory: ωB97M-V/def2-TZVPD

```
116
Properties=species:S:1:pos:R:3
Sc 0.8592 0.7357 0.8704
C 2.7637 0.2808 4.2930
C 2.7716 1.6264 3.6375
C 3.6432 2.7034 3.8493
C 3.1429 3.7193 3.0615
N 2.0347 3.2734 2.4524
N 1.8151 1.9723 2.7787
B 0.9966 4.0128 1.5545
N -0.4047 3.4257 1.8828
C -1.3881 4.0939 2.5045
C -2.3682 3.1977 2.8512
C -1.9101 1.9524 2.4046
C -2.6362 0.6548 2.5048
N -0.7157 2.0958 1.8242
N 1.3839 3.7575 0.0808
C 1.8203 4.6250 -0.8428
C 2.3345 3.9107 -1.9016
C 2.1875 2.5691 -1.5514
C 2.5686 1.3863 -2.3710
N 1.6047 2.4729 -0.3498
N 0.9537 5.4942 1.9076
C 1.0979 6.0477 3.1403
C 0.6588 7.3409 3.0718
C 0.2318 7.5054 1.7297
C -0.3679 8.7186 1.0847
N 0.3984 6.3912 1.0402
H 2.5386 0.3866 5.3552
H 1.9897 -0.3482 3.8558
H 3.7278 -0.2229 4.2046
H 4.5121 2.7343 4.4918
H 3.4969 4.7286 2.9060
H -1.3378 5.1648 2.6413
H -3.3060 3.4051 3.3441
H -3.5462 0.7844 3.0906
H -2.9127 0.3118 1.5090
H -2.0270 -0.1188 2.9628
H 1.7116 5.6867 -0.6881
H 2.7620 4.3007 -2.8146
H 3.2447 1.6993 -3.1685
H 3.0623 0.6259 -1.7745
H 1.6879 0.9201 -2.8160
H 1.4763 5.4786 3.9775
H 0.6440 8.0738 3.8667
H 0.1263 9.6283 1.4266
H -0.2778 8.6544 0.0006
H -1.4278 8.8055 1.3302
S 1.8927 -1.6760 -1.0771
P 0.5771 -3.1444 -1.3941
C -1.0622 -2.9026 -0.7880
P -1.4174 -1.8399 0.5764
S 0.1575 -1.5997 1.9073
C -2.2449 -3.2672 -1.6071
C -3.4118 -2.4764 -1.5960
C -4.5310 -2.8097 -2.3471
C -4.5331 -3.9367 -3.1533
C -3.3935 -4.7323 -3.1907
C -2.2796 -4.4078 -2.4322
C -2.6053 -2.9091 1.5093
C -3.9067 -2.4965 1.7677
C -4.8006 -3.3443 2.4221
C -4.3918 -4.6088 2.8182
C -3.0864 -5.0258 2.5684
C -2.1980 -4.1817 1.9170
C 1.1765 -4.7113 -0.6429
C 1.8461 -4.6462 0.5783
C 2.1948 -5.8084 1.2603
C 1.8908 -7.0528 0.7206
C 1.2423 -7.1275 -0.5046
C 0.8845 -5.9659 -1.1787
C 0.5754 -3.4309 -3.1915
C -0.3037 -2.7166 -4.0031
C -0.1971 -2.8038 -5.3843
C 0.7869 -3.5979 -5.9637
C 1.6726 -4.3027 -5.1591
C 1.5703 -4.2178 -3.7739
H -3.4284 -1.5573 -1.0279
H -5.4020 -2.1648 -2.3129
H -5.4043 -4.1911 -3.7469
H -3.3713 -5.6197 -3.8137
H -1.4247 -5.0641 -2.4702
H -4.2394 -1.5148 1.4449
H -5.8166 -3.0152 2.6127
H -5.0897 -5.2759 3.3130
H -2.7633 -6.0152 2.8748
H -1.1824 -4.5064 1.7146
H 2.0735 -3.6701 0.9845
H 2.7058 -5.7447 2.2163
H 2.1622 -7.9597 1.2487
H 1.0137 -8.0936 -0.9398
H 0.4023 -6.0503 -2.1435
H -1.0645 -2.0887 -3.5536
H -0.8872 -2.2496 -6.0110
H 0.8630 -3.6662 -7.0429
H 2.4479 -4.9131 -5.6083
H 2.2739 -4.7530 -3.1476
C 5.1025 -0.5818 0.4824
C 3.7915 -0.7429 1.1736
N 3.5809 -1.8615 1.8572
O 2.9323 0.1489 1.0844
H 5.9039 -1.1181 0.9921
H 5.3427 0.4753 0.4050
H 4.9819 -0.9889 -0.5257
H 4.2469 -2.6109 1.8058
H 2.6307 -2.0806 2.1248
Te -1.1348 0.5846 -1.3656
C -1.6568 2.5276 -2.0344
C -1.9829 2.7068 -3.3802
C -2.3512 3.9630 -3.8528
C -2.3943 5.0537 -2.9908
C -2.0751 4.8814 -1.6480
C -1.7144 3.6247 -1.1700
H -1.9467 1.8618 -4.0634
H -2.5996 4.0892 -4.9009
H -2.6747 6.0315 -3.3649
H -2.0999 5.7253 -0.9651
H -1.4772 3.5025 -0.1220
```

Calculated values
HOMO (spin up / spin down)	-6.13 / -6.15	eV
2S+1	2
LUMO energy (spin up / spin down)	0.228 / -1.035	eV
expectation value of S²	0.76
relative energy (zero: lowest compared OMol25 entry of this formula, charge and spin)	0.2018	eV
M	1090.45	g/mol